Record 1
Molecular formula: C11H14N2O5PdS
Method: DFT, ωB97M-V/def2-TZVPD

Values from the calculation:
strongest force on any atom = 1.4 eV Å⁻¹
HOMO = 0.10 eV
gap between HOMO and LUMO = 4.4 eV
relative energy (zero: lowest compared OMol25 entry of this formula, charge and spin) = 27.3 kcal per mole
calculated total energy = -39165.139 eV
net charge = -2

Last column: Mulliken charge in e.
Atoms and positions in Å:
Pd (0.038, -0.638, -0.008)  -0.150
S (0.093, -0.752, 2.417)  -0.242
O (-0.144, -0.127, -2.295)  -0.826
O (4.484, -0.901, -3.033)  -0.768
O (0.558, 0.971, -4.959)  -0.779
O (3.304, 0.058, -5.552)  -0.759
O (2.380, -0.671, -0.937)  -0.758
N (0.578, 1.731, 0.725)  0.067
N (-2.158, 1.024, 0.699)  -0.056
C (-0.296, 2.487, -0.136)  -0.439
C (0.747, 2.068, 2.101)  -1.025
C (2.253, -0.472, -2.175)  0.744
C (2.719, -0.031, -4.455)  0.508
C (3.305, -0.525, -3.192)  -0.089
C (1.002, -0.099, -2.830)  0.856
C (1.316, 0.352, -4.186)  0.035
C (0.879, 0.805, 2.990)  -0.645
C (-2.294, 0.812, 2.119)  -0.400
C (-1.705, -0.495, 2.649)  -0.825
C (-1.779, 2.362, 0.296)  -0.831
H (-2.000, 3.071, 1.107)  0.362
H (-0.211, 2.041, -1.134)  0.097
H (0.523, 1.004, 4.003)  0.390
H (1.416, 1.377, 0.262)  0.343
H (-0.027, 3.561, -0.197)  0.305
H (1.927, 0.505, 3.036)  0.365
H (-2.143, -1.342, 2.118)  0.330
H (-1.874, 1.634, 2.721)  0.158
H (-1.924, -0.585, 3.720)  0.429
H (-2.401, 2.651, -0.560)  0.378
H (-1.434, 0.340, 0.275)  0.102
H (-3.373, 0.781, 2.368)  0.372
H (-0.117, 2.654, 2.423)  0.343
H (1.646, 2.689, 2.299)  0.408

Record 2
Molecular formula: C11H14N4O5S3SbV
Method: DFT, ωB97M-V/def2-TZVPD

Values from the calculation:
strongest force on any atom = 0.5 eV Å⁻¹
2S+1 = 3
HOMO (spin up / spin down) = -0.90 / -1.07 eV
gap between HOMO and LUMO (spin up / spin down) = 5.4 / 5.5 eV
relative energy (zero: lowest compared OMol25 entry of this formula, charge and spin) = 14.4 kcal per mole
calculated total energy = -92570.924 eV
<S²> = 2.02
net charge = -2

Last column: Mulliken charge in e.
Atoms and positions in Å:
Sb (-0.862, -0.649, 4.225)  0.215
V (0.072, -1.297, 1.066)  0.398
S (-2.981, 0.233, 4.535)  -0.822
S (-1.209, -2.534, 2.671)  -0.683
S (0.122, 0.656, 2.380)  -0.534
O (1.132, -0.570, -0.669)  -0.627
O (2.090, 3.689, -1.954)  -0.578
O (2.643, 1.072, -0.704)  -0.832
O (-1.911, 3.678, -2.468)  -0.735
O (3.524, -3.483, 0.492)  -0.792
N (0.126, -3.240, 0.013)  -0.488
N (-1.770, -0.373, 0.049)  -0.197
N (2.052, -1.861, 1.248)  -0.110
N (0.026, 2.587, -1.969)  0.073
C (-3.160, 2.014, -0.332)  -0.367
C (-1.308, 2.779, -1.889)  0.412
C (0.949, 3.408, -2.715)  -0.434
C (-2.004, 1.747, -1.053)  0.340
C (-1.403, 0.518, -0.875)  -0.802
C (-3.611, 1.055, 0.561)  -0.614
C (2.207, 0.004, -0.258)  0.647
C (1.189, -4.001, 0.704)  -0.393
C (-2.869, -0.102, 0.758)  -0.313
C (2.402, -3.078, 0.824)  0.641
C (2.909, -0.757, 0.875)  -0.642
H (1.480, -4.911, 0.175)  0.337
H (0.807, -4.243, 1.697)  0.220
H (0.456, 4.347, -2.963)  0.369
H (0.477, 1.864, -1.418)  0.035
H (-4.474, 1.234, 1.187)  0.391
H (3.050, -0.062, 1.704)  0.219
H (0.386, -3.062, -0.952)  0.271
H (3.883, -1.104, 0.520)  0.450
H (-3.096, -0.794, 1.563)  0.449
H (-0.527, 0.242, -1.432)  1.091
H (1.223, 2.891, -3.645)  0.243
H (2.401, 2.851, -1.561)  0.460
H (-3.654, 2.970, -0.444)  0.442
H (-0.765, -3.720, 0.053)  0.262